The following is a DFT calculation (wB97M-V/def2-TZVPD) of an isolated molecule of C19H27N3O4S.

Geometry as ORCA input:
```
! wB97M-V def2-TZVPD RIJCOSX def2/J DEFGRID3
* xyz 0 1
S 3.14038 -3.56809 -0.02388
O -3.16573 0.91216 1.83149
O -3.92385 -1.34759 0.33605
O 1.80164 0.49118 2.42229
O 1.16668 3.41569 -0.49183
N 2.37803 -1.31592 1.16611
N 2.58388 0.94734 -0.53867
N 0.72842 -2.65412 0.20503
C 0.05759 -0.68255 1.34666
C -3.68889 1.95799 -0.31982
C 2.16739 3.12216 0.45933
C -0.27709 -1.79700 0.57740
C 1.44981 -0.41865 1.70404
C -4.21110 1.37550 0.98856
C -0.95291 0.19686 1.72844
C 2.04436 -2.44108 0.47807
C 4.47230 -0.60137 0.01549
C -2.60901 -1.15660 0.60577
C -4.09874 -2.12498 -1.97808
C 3.22433 2.18266 -0.11726
C 0.54559 2.23167 -0.92313
C -4.34671 -2.40891 -0.50003
C -1.60090 -2.02690 0.21576
C 3.52559 -0.03353 -1.04632
C -2.27180 -0.00263 1.36430
C 1.55599 1.25064 -1.51902
C 3.78248 -0.99162 1.33415
H 4.29350 -1.85209 1.77377
H 0.03189 1.74807 -0.07881
H -2.94389 2.72454 -0.11885
H -3.88260 -3.35316 -0.19314
H 5.25944 0.11672 0.24510
H -1.82506 -2.91142 -0.35908
H -4.48162 -2.94697 -2.57618
H 1.72159 2.64759 1.34382
H 1.04078 0.32499 -1.79228
H -0.18901 2.52464 -1.67670
H 3.73501 2.67478 -0.96535
H -4.69260 2.15475 1.58471
H 3.95657 1.96063 0.65815
H 3.80332 -0.15906 2.03846
H 2.61282 4.07831 0.73804
H -3.22957 1.18210 -0.92908
H -4.51038 2.39997 -0.87673
H -3.03752 -2.00462 -2.18276
H -4.93600 0.57978 0.79167
H -4.61002 -1.21067 -2.26910
H 2.93671 -0.85539 -1.46575
H 0.51617 -3.50397 -0.30096
H -5.42148 -2.48082 -0.31238
H 4.13749 0.38050 -1.86883
H -0.70074 1.05687 2.32855
H 1.99258 1.69268 -2.43367
H 4.94485 -1.48103 -0.42353
*
```

Values from the calculation:
SMILES: CCOc1cc2[nH]c(=S)n(CCCN3CCOCC3)c(=O)c2cc1OCC
HOMO energy (eV): -8.0369
Energy above the lowest of the compared OMol25 structures with the same formula, charge and spin (eV): 1.6408
Molecular weight (g/mol): 393.5
Electronic energy (eV): -43637.1690